1.
DFT (ωB97M-V/def2-TZVPD) results for a 2-piece molecular cluster, CBrClFO2S overall.

Atoms and positions in Å:
C  -0.1187  0.6426  0.4001
O  1.4754  -1.2724  0.5723
O  0.7320  -0.8032  -1.7619
F  0.1536  0.7466  1.6790
S  0.4349  -1.3409  -0.4442
Cl  0.4670  2.0066  -0.5135
Br  -3.1444  0.0207  0.0682

Results
* E_tot: -3720.84025 Eh
* total charge: -1
* orbital gap (alpha / beta): 6.7012 / 6.7000 eV
* E_HOMO (alpha / beta): -4.45 / -4.45 eV
* energy relative to the best compared isomer or geometry (same formula, charge and spin): 30.7 kcal per mole

The Mulliken scheme yields these atomic charges, measured in e: number 1, C, carries 0.192; number 2, O, carries -0.506; number 3, O, carries -0.478; number 4, F, carries -0.095; number 5, S, carries 0.709; number 6, Cl, carries -0.091; number 7, Br, carries -0.732



2.
DFT (ωB97M-V/def2-TZVPD) results for a 3-piece molecular cluster, C4H11NO2 overall.

Atoms and positions in Å:
C  -1.8315  -1.4204  0.5062
C  -0.6194  -0.8391  -0.1525
C  0.3381  -0.1585  0.4704
N  1.3833  0.6154  -0.1220
C  1.2861  0.9402  -1.3386
H  -2.6984  -0.8646  0.1638
H  -2.0321  -2.4130  0.1021
H  -1.7211  -1.3450  1.5845
H  -0.6525  -0.8589  -1.2400
H  0.5109  -0.2814  1.5346
H  0.3850  0.7978  -1.9393
H  2.1064  1.4540  -1.8307
H  -2.2163  1.4127  0.4412
H  -2.9752  1.0275  -0.8223
O  -3.1076  1.3294  0.0864
H  3.1903  0.4370  0.7163
H  4.6852  0.3166  1.1390
O  3.9688  -0.1496  0.7012

Results
* E_tot: -364.18080 Eh
* orbital gap: 9.6920 eV
* E_HOMO: -9.41 eV
* energy relative to the best compared isomer or geometry (same formula, charge and spin): 54.8 kcal per mole

The Mulliken scheme yields these atomic charges, measured in e: number 1, C, carries -1.114; number 2, C, carries -0.302; number 3, C, carries 0.050; number 4, N, carries -0.388; number 5, C, carries -0.351; number 6, H, carries 0.307; number 7, H, carries 0.353; number 8, H, carries 0.301; number 9, H, carries 0.291; number 10, H, carries 0.330; number 11, H, carries 0.199; number 12, H, carries 0.255; number 13, H, carries 0.324; number 14, H, carries 0.329; number 15, O, carries -0.665; number 16, H, carries 0.407; number 17, H, carries 0.327; number 18, O, carries -0.653



3.
DFT (ωB97M-V/def2-TZVPD) results for C15H22N2OPV as an isolated structure.

Atoms and positions in Å:
C  0.3893  0.1976  -5.3899
C  -0.8237  -0.5380  -5.4024
C  -0.5940  -1.7724  -4.7304
C  0.7791  -1.8504  -4.3808
C  1.3988  -0.6260  -4.7275
V  -0.0964  -0.0062  -3.4150
P  -0.6448  2.4274  -3.2298
H  0.5825  1.1840  -5.8417
H  -1.7903  -0.1511  -5.7380
H  -1.3692  -2.5032  -4.4637
H  2.4608  -0.3622  -4.6275
H  1.2653  -2.6619  -3.8252
H  -1.5941  2.6878  -2.1876
H  -1.1929  3.2677  -4.2461
H  0.4239  3.2657  -2.7737
C  -2.6646  -1.3218  4.0989
C  -1.1811  -1.1015  4.3148
N  -0.4931  -0.3800  3.2404
C  -0.1075  1.0096  3.5445
C  0.9735  1.0868  4.6089
C  -0.4263  -0.9921  2.0107
O  -0.9911  -2.0704  1.8038
C  0.3955  -0.3715  0.9093
C  1.6523  0.2070  1.1150
C  2.3534  0.6738  0.0073
C  1.8353  0.5114  -1.2749
N  0.6243  -0.0931  -1.4836
C  -0.0761  -0.5641  -0.3905
H  -3.1838  -0.3718  3.9429
H  -3.0795  -1.8016  4.9890
H  -2.8217  -1.9762  3.2400
H  -1.0060  -0.5131  5.2186
H  -0.6885  -2.0804  4.4210
H  0.2179  1.5111  2.6251
H  -1.0114  1.5295  3.9088
H  1.8643  0.5259  4.3052
H  1.2610  2.1330  4.7531
H  0.6182  0.6897  5.5655
H  2.0650  0.2736  2.1208
H  3.3129  1.1741  0.1263
H  2.3702  0.8559  -2.1616
H  -1.0075  -1.1028  -0.5801

Results
* <S²>: 0.762
* E_tot: -2054.60901 Eh
* total charge: +1
* orbital gap (alpha / beta): 7.7417 / 6.9846 eV
* E_HOMO (alpha / beta): -11.31 / -10.72 eV
* multiplicity: 2

The Mulliken scheme yields these atomic charges, measured in e: number 1, C, carries -0.506; number 2, C, carries -0.453; number 3, C, carries -0.505; number 4, C, carries -0.305; number 5, C, carries -0.604; number 6, V, carries 0.546; number 7, P, carries -0.231; number 8, H, carries 0.653; number 9, H, carries 0.378; number 10, H, carries 0.390; number 11, H, carries 0.563; number 12, H, carries 0.445; number 13, H, carries 0.119; number 14, H, carries 0.157; number 15, H, carries 0.131; number 16, C, carries -1.143; number 17, C, carries -0.518; number 18, N, carries 0.176; number 19, C, carries -0.706; number 20, C, carries -1.076; number 21, C, carries 0.356; number 22, O, carries -0.633; number 23, C, carries -0.079; number 24, C, carries 0.186; number 25, C, carries -1.018; number 26, C, carries -0.117; number 27, N, carries -0.038; number 28, C, carries -0.459; number 29, H, carries 0.285; number 30, H, carries 0.380; number 31, H, carries 0.326; number 32, H, carries 0.285; number 33, H, carries 0.328; number 34, H, carries 0.527; number 35, H, carries 0.308; number 36, H, carries 0.285; number 37, H, carries 0.358; number 38, H, carries 0.395; number 39, H, carries 0.466; number 40, H, carries 0.416; number 41, H, carries 0.414; number 42, H, carries 0.513



4.
DFT (ωB97M-V/def2-TZVPD) results for C5H8O2 as an isolated structure.

Atoms and positions in Å:
O  -1.7576  2.2226  -0.2794
C  -1.0178  1.1328  -0.8149
C  -0.3435  0.3654  0.3255
O  -0.8029  -0.9914  0.5552
C  0.5353  -1.4026  0.8293
C  1.3703  -1.3522  -0.3974
C  1.1135  -0.0860  0.3909
H  -2.5196  1.8706  0.1992
H  -1.6568  0.4674  -1.4112
H  -0.2820  1.5888  -1.4836
H  -0.5811  0.9922  1.1956
H  0.7190  -2.0227  1.7028
H  0.9270  -1.5380  -1.3727
H  2.3785  -1.7438  -0.2633
H  1.9177  0.4970  0.8240

Results
* E_tot: -345.70061 Eh
* orbital gap: 10.4904 eV
* E_HOMO: -9.46 eV
* energy relative to the best compared isomer or geometry (same formula, charge and spin): 65.5 kcal per mole

The Mulliken scheme yields these atomic charges, measured in e: number 1, O, carries -0.544; number 2, C, carries -0.573; number 3, C, carries 0.421; number 4, O, carries -0.447; number 5, C, carries -0.075; number 6, C, carries -0.661; number 7, C, carries -0.464; number 8, H, carries 0.316; number 9, H, carries 0.237; number 10, H, carries 0.298; number 11, H, carries 0.324; number 12, H, carries 0.377; number 13, H, carries 0.198; number 14, H, carries 0.254; number 15, H, carries 0.340



5.
DFT (ωB97M-V/def2-TZVPD) results for a 2-piece molecular cluster, C2H10N2 overall.

Atoms and positions in Å:
N  1.9559  -3.3160  0.6462
C  2.6037  -4.4564  0.0444
H  2.0855  -3.5645  1.6332
H  2.6411  -2.5790  0.4461
H  2.5716  -4.5298  -1.0557
H  2.1437  -5.3637  0.4710
H  3.6586  -4.4134  0.3635
N  0.1638  5.3320  -2.2765
C  -0.4906  4.5820  -3.3591
H  0.8614  4.7424  -1.8092
H  0.6744  6.1458  -2.6366
H  -0.0041  3.6558  -3.7086
H  -0.4844  5.3151  -4.1832
H  -1.5379  4.3530  -3.0998

Results
* E_tot: -191.66080 Eh
* orbital gap: 10.4202 eV
* E_HOMO: -9.27 eV
* energy relative to the best compared isomer or geometry (same formula, charge and spin): 23.0 kcal per mole

The Mulliken scheme yields these atomic charges, measured in e: number 1, N, carries -0.582; number 2, C, carries -0.693; number 3, H, carries 0.253; number 4, H, carries 0.250; number 5, H, carries 0.249; number 6, H, carries 0.260; number 7, H, carries 0.263; number 8, N, carries -0.550; number 9, C, carries -0.558; number 10, H, carries 0.214; number 11, H, carries 0.235; number 12, H, carries 0.221; number 13, H, carries 0.246; number 14, H, carries 0.192



6.
DFT (ωB97M-V/def2-TZVPD) results for a 2-piece molecular cluster, C6H11N5 overall.

Atoms and positions in Å:
C  -1.9813  -0.1193  -0.0171
C  1.5279  0.3672  1.3243
C  0.5461  1.5374  0.8754
C  0.9591  -0.6568  0.2813
C  0.1082  0.5424  -0.2058
C  2.0054  -1.2092  -0.6801
N  -2.8076  0.8532  -0.1209
N  -2.6918  -1.2467  0.2298
N  -4.0418  0.3395  -0.0097
N  -3.9692  -0.8739  0.1999
N  0.1857  0.9827  -1.4818
H  2.5326  0.6529  1.1671
H  1.3323  -0.0508  2.3877
H  -0.3339  1.6748  1.4814
H  0.9949  2.3753  0.4031
H  0.4328  -1.3968  0.6691
H  1.5800  -2.0205  -1.1655
H  2.8068  -1.5143  -0.0007
H  2.2983  -0.3543  -1.5055
H  0.2844  1.9351  -1.7379
H  -2.2760  -2.1543  0.1444
H  0.5071  0.3362  -2.2385

Results
* E_tot: -508.82057 Eh
* orbital gap: 9.1964 eV
* E_HOMO: -8.67 eV
* energy relative to the best compared isomer or geometry (same formula, charge and spin): 121.5 kcal per mole

The Mulliken scheme yields these atomic charges, measured in e: number 1, C, carries 0.123; number 2, C, carries -0.586; number 3, C, carries -0.884; number 4, C, carries -0.156; number 5, C, carries 0.650; number 6, C, carries -1.588; number 7, N, carries -0.218; number 8, N, carries 0.151; number 9, N, carries -0.370; number 10, N, carries -0.440; number 11, N, carries -0.434; number 12, H, carries 0.329; number 13, H, carries 0.248; number 14, H, carries 0.329; number 15, H, carries 0.346; number 16, H, carries 0.761; number 17, H, carries 0.404; number 18, H, carries 0.436; number 19, H, carries 0.219; number 20, H, carries 0.188; number 21, H, carries 0.265; number 22, H, carries 0.227